Entry 1:
Entry from the OMol25 dataset: C34H40N9O4S3Ti as an isolated structure at a distorted geometry (ωB97M-V with the def2-TZVPD basis set).

Energy above the lowest of the compared OMol25 structures with the same formula, charge and spin: 0.610 eV
Charge: +2
2S+1: 2
<S²>: 0.756
LUMO energy (alpha / beta): -0.2487 / -0.2546 Eh
Maximum force: 1.81 eV/A
HOMO level (alpha / beta): -12.17 / -12.17 eV
Frontier orbital gap (alpha / beta): 5.40 / 5.24 eV

```
91
C34H40N9O4S3Ti, DFT ωB97M-V with the def2-TZVPD basis set
Ti 1.41261 0.86651 -0.03122
N -0.12752 4.35176 2.20652
C 0.58278 3.29473 1.82565
S -0.03283 1.70922 1.92777
N 1.82773 3.55368 1.35175
N 2.49522 2.36680 1.01181
C 3.59156 2.08929 1.59755
C 3.97865 0.67363 1.53185
C 5.12383 0.19468 2.12499
C 5.29866 -1.18857 2.19221
C 4.30721 -1.99946 1.68215
C 3.18181 -1.43218 1.08490
N 3.01629 -0.11341 0.99393
H -1.04758 4.20882 2.59187
H 0.30499 5.25348 2.33916
H 4.15693 2.82611 2.16321
H 5.85087 0.88039 2.53874
H 6.18121 -1.61034 2.65303
H 4.38058 -3.07642 1.74134
H 2.38868 -2.04770 0.68090
N 2.22357 5.67292 -0.46943
C 1.89324 4.92583 -1.70306
C 0.43040 4.46644 -1.59925
C 0.08369 3.13768 -2.28111
N -0.12229 2.07972 -1.25375
C 1.14349 2.71218 -3.28380
C 2.54310 2.59935 -2.69534
N 2.66436 1.37677 -1.83677
C 2.95889 3.83585 -1.88274
H 1.60543 6.47508 -0.37994
H 3.15996 6.06287 -0.53781
H 2.05435 4.42653 0.80756
H 1.96341 5.58299 -2.57405
H -0.19341 5.25254 -2.02654
H 0.13726 4.40961 -0.54821
H -0.85761 3.25969 -2.81898
H -0.55193 1.27167 -1.71450
H -0.85953 2.38966 -0.62297
H 1.17221 3.45288 -4.08626
H 0.86157 1.76938 -3.76239
H 3.23843 2.46678 -3.52506
H 3.64786 1.29470 -1.58043
H 2.50036 0.56584 -2.43690
H 3.82788 4.29879 -2.35294
H 3.30538 3.50987 -0.90089
O -6.15235 -3.24559 -0.48871
S -5.79197 -1.95940 -0.99136
O -6.44033 -1.39689 -2.12750
N -4.12717 -1.95479 -1.26922
C -3.54312 -1.17159 -0.45245
S -1.80319 -0.95378 -0.44031
C -4.38914 -0.45961 0.54423
C -4.03466 0.37815 1.58665
C -5.04804 0.87469 2.39872
C -6.37887 0.53490 2.17571
C -6.73370 -0.32062 1.13770
C -5.71436 -0.79888 0.34288
H -2.99904 0.62234 1.77885
H -4.80132 1.52615 3.22698
H -7.14654 0.93165 2.82647
H -7.76358 -0.60504 0.96875
C -3.98563 -3.29007 2.73058
O -3.12314 -3.32519 1.59685
C -1.81361 -3.61267 1.79739
C -1.20796 -3.71657 3.04178
C 0.14656 -4.02103 3.12775
C 0.88908 -4.24135 1.98134
C 0.27845 -4.14542 0.73360
C -1.06267 -3.81019 0.62721
N -1.69581 -3.69466 -0.64108
C -1.40819 -2.50132 -1.39709
C -0.01328 -2.54976 -1.98993
C 0.18956 -3.58571 -2.90641
C 1.41987 -3.83469 -3.48403
C 2.50929 -3.04544 -3.14119
C 2.33681 -2.00866 -2.24162
C 1.08078 -1.75365 -1.68338
O 0.97280 -0.69438 -0.83127
H -3.92848 -4.22562 3.28900
H -4.98845 -3.16435 2.33386
H -3.73464 -2.45116 3.38452
H -1.78416 -3.57116 3.94436
H 0.60396 -4.11941 4.10364
H 1.92446 -4.55128 2.05514
H 0.82742 -4.39010 -0.16656
H -2.69941 -3.81335 -0.56636
H -2.11685 -2.46409 -2.22325
H -0.65050 -4.22749 -3.14078
H 1.53043 -4.64865 -4.18704
H 3.48485 -3.23754 -3.56793
H 3.18408 -1.40341 -1.93903
```


Entry 2:
Entry from the OMol25 dataset: C16H20BrN3O2S as an isolated structure at a distorted geometry (ωB97M-V with the def2-TZVPD basis set).

2S+1: 1
LUMO energy: 0.0059 Eh
Maximum force: 17.90 eV/A
HOMO level: -8.14 eV
Frontier orbital gap: 8.30 eV

```
43
C16H20BrN3O2S, DFT ωB97M-V with the def2-TZVPD basis set
O -2.33411 -1.36747 -2.46906
C -2.30007 -1.00073 -1.39979
N -1.49924 0.08939 -0.96416
C -1.53925 0.47588 0.39223
C -0.93534 1.71376 0.28323
N 0.33721 1.74230 -0.03138
C 1.13600 2.73683 0.31640
S 0.70416 4.28107 0.75572
N 2.47457 2.78906 -0.37639
C 3.41402 1.61910 -0.17411
C 3.02053 0.78280 0.68321
C 3.84326 -0.39065 0.65171
C 5.14401 -0.65937 -0.09234
C 5.46844 0.68908 -0.74902
C 4.56670 1.65172 -1.00257
H 4.75475 2.48236 -1.37107
H 6.40937 0.44338 -1.28674
Br 6.27739 -2.01168 0.21999
H 3.82397 -1.21249 1.33705
H 2.15787 0.64763 1.38874
H 2.94219 3.65733 -0.44713
C 0.49757 0.94212 -0.97080
C -0.69951 0.69020 -1.79995
H -1.14788 1.55521 -2.11210
H -0.54571 0.03184 -2.91091
H 1.08286 -0.06786 -0.71310
H 1.36917 1.04289 -1.83283
H -1.52910 2.75836 -0.17819
H -0.99740 2.23317 1.57206
H -0.96683 -0.20743 1.12082
H -2.59206 0.68537 0.77713
C -3.43561 -1.75337 -0.58098
O -3.98644 -0.91811 0.58681
C -4.05084 -1.81712 1.76457
H -3.36501 -1.28163 2.49608
H -4.99443 -1.43822 2.24424
C -3.55820 -3.10799 1.28417
H -4.44488 -3.70170 1.43487
H -3.09406 -3.54678 2.30685
C -2.79432 -2.75631 0.34610
H -1.60476 -2.64364 0.73266
H -2.71893 -3.68030 -0.15523
H -4.29005 -2.17800 -1.07678
```


Entry 3:
Entry from the OMol25 dataset: one molecule with the formula C7H3N3 at a distorted geometry (ωB97M-V with the def2-TZVPD basis set).

Energy above the lowest of the compared OMol25 structures with the same formula, charge and spin: 3.216 eV
Structure (SMILES): N#Cc1cccc(C#N)n1
2S+1: 1
LUMO energy: -0.0407 Eh
Maximum force: 13.52 eV/A
HOMO level: -10.28 eV
Frontier orbital gap: 9.18 eV

```
13
C7H3N3, DFT ωB97M-V with the def2-TZVPD basis set
N -0.50552 3.89190 0.87917
C -0.34407 2.57505 1.15933
C -0.25298 1.11761 0.66670
C -0.73336 0.95348 -0.72691
C -0.76586 -0.40932 -1.23798
C 0.13276 -1.31124 -0.69204
C 0.71085 -0.90276 0.52791
C 1.58144 -2.06350 1.17050
N 2.26719 -2.99590 1.51345
N 0.39317 0.25702 1.17900
H -1.17364 1.89787 -1.07201
H -1.54398 -0.71846 -2.09427
H 0.23401 -2.29176 -1.27286
```